Record 1
Entry from OMol25: a cluster of 3 separate species, C28H36BNO2 in total at a distorted geometry (wB97M-V/def2-TZVPD).

```
68
Properties=species:S:1:pos:R:3:mulliken_charge:R:1
C -1.274 -2.860 3.502 -1.87
C -0.079 -2.436 2.676 1.34
C 1.184 -2.846 3.450 -1.76
C -0.058 -2.923 1.170 2.02
C 0.778 -4.175 0.939 -1.93
C -1.448 -3.147 0.595 -1.72
O 0.528 -1.806 0.415 -0.65
B 0.757 -0.869 1.415 0.96
C 2.172 -0.282 1.676 0.37
C 2.422 0.397 2.874 -0.20
C 3.735 0.650 3.276 -0.85
C 4.819 0.223 2.507 -0.52
C 4.555 -0.404 1.286 -0.65
C 3.249 -0.653 0.862 -0.55
C -0.569 1.060 0.156 -0.60
C 0.667 1.867 0.389 -0.64
C -1.661 1.019 1.031 1.83
C -2.873 0.327 0.653 -0.80
C -3.996 0.343 1.471 -0.94
C -3.957 0.970 2.724 -0.59
C -2.752 1.507 3.183 -0.64
C -1.625 1.541 2.364 -0.51
O -0.087 -0.993 2.549 -0.47
H -1.338 -3.961 3.494 0.35
H -1.135 -2.542 4.547 0.46
H -2.212 -2.437 3.121 0.30
H 1.148 -3.925 3.673 0.39
H 2.120 -2.614 2.909 0.20
H 1.211 -2.303 4.417 0.43
H 0.383 -4.990 1.564 0.34
H 0.711 -4.483 -0.111 0.47
H 1.831 -4.012 1.193 0.33
H -1.946 -3.998 1.091 0.30
H -2.079 -2.244 0.683 0.15
H -1.349 -3.394 -0.477 0.51
H 1.596 0.728 3.506 0.38
H 3.911 1.189 4.206 0.40
H 5.845 0.382 2.849 0.38
H 5.388 -0.701 0.652 0.40
H 3.069 -1.143 -0.097 0.43
H -0.588 0.386 -0.711 0.46
H 1.513 1.525 -0.226 0.25
H 0.459 2.901 0.041 -0.26
H 0.988 1.939 1.447 0.17
H -2.897 -0.170 -0.327 0.63
H -4.905 -0.181 1.150 0.38
H -4.835 0.979 3.366 0.38
H -2.668 1.881 4.210 0.37
H -0.692 1.992 2.711 0.28
C -3.120 2.984 -2.294 -1.00
N -2.290 3.957 -1.538 0.31
C -2.839 5.202 -1.140 1.57
C -2.047 6.326 -0.796 -0.67
C -2.686 7.553 -0.559 -0.62
C -4.088 7.665 -0.621 -0.52
C -4.847 6.546 -0.949 -0.70
C -4.231 5.323 -1.196 -0.51
C -1.034 3.554 -1.363 -0.72
H -4.052 3.457 -2.627 0.43
H -2.540 2.719 -3.174 0.42
H -3.362 2.055 -1.736 0.23
H -0.958 6.236 -0.742 0.31
H -2.093 8.431 -0.300 0.35
H -4.576 8.609 -0.383 0.37
H -5.939 6.576 -1.000 0.35
H -4.855 4.469 -1.452 0.29
H -0.353 4.269 -0.865 0.16
H -0.757 2.614 -1.883 0.45
```

The orbital gap is 4.13 eV. For the largest force on an atom, the calculation gives 1.7 eV/Å. The calculation puts the electronic energy at -1318.5546 Ha. The net charge is 0. Its multiplicity is 1. Its HOMO energy is -5.22 eV.


Record 2
Entry from OMol25: the molecule C19H19N5O at a distorted geometry (wB97M-V/def2-TZVPD).

```
44
Properties=species:S:1:pos:R:3:mulliken_charge:R:1
C 4.438 -1.884 -1.315 -1.43
C 3.094 -1.289 -0.733 1.34
C 3.313 -0.775 0.462 -0.64
N 2.365 -0.025 1.079 0.12
N 2.477 0.552 2.139 -0.05
C 1.317 1.408 2.720 -0.07
O 1.693 1.733 3.836 -0.64
C 0.173 1.430 2.086 0.58
C -1.059 1.749 2.654 -0.70
C -2.120 1.680 1.681 1.31
C -3.285 2.145 1.824 -0.31
C -4.527 1.589 0.773 -0.67
C -5.554 2.053 1.236 -0.51
C -5.358 3.019 2.309 0.14
N -4.116 3.023 2.450 0.00
C -3.352 3.899 3.475 -1.19
N -1.542 0.910 0.708 -0.79
N -0.316 1.040 0.715 0.26
C 1.813 -1.559 -1.345 -1.75
C 1.683 -2.289 -2.573 0.09
C 0.714 -3.001 -2.633 0.41
C 0.340 -3.922 -3.771 -0.91
C 1.160 -3.888 -4.832 -0.34
C 2.160 -2.805 -5.011 -0.65
C 2.493 -2.161 -3.860 -0.28
H 5.134 -2.426 -0.576 0.35
H 4.429 -2.761 -2.071 0.37
H 5.107 -1.061 -1.877 0.23
H 4.234 -0.668 1.076 0.28
H 3.295 0.458 2.453 -0.13
H -1.116 2.393 3.624 0.27
H -4.274 0.627 0.242 0.31
H -6.544 2.149 0.655 0.27
H -6.210 3.651 2.682 0.33
H -3.219 3.207 4.437 0.35
H -2.390 4.306 3.215 0.38
H -4.040 4.587 3.871 0.38
H 0.325 0.452 0.349 0.51
H 1.143 -1.262 -0.867 1.11
H -0.150 -3.319 -1.809 0.09
H -0.464 -4.373 -3.785 0.63
H 0.807 -4.268 -6.027 0.15
H 2.622 -2.848 -5.944 0.44
H 3.308 -1.477 -3.719 0.39
```

The orbital gap is 6.48 eV. For the largest force on an atom, the calculation gives 17.9 eV/Å. The calculation puts the electronic energy at -1083.8221 Ha. The net charge is 0. Its multiplicity is 1. As for the SMILES: CC(/C=N/NC(=O)c1cc(-c2cccn2C)n[nH]1)=C\c1ccccc1. Its HOMO energy is -6.98 eV.


Record 3
Entry from OMol25: a cluster of 2 separate species, C3H8O2S in total at a distorted geometry (wB97M-V/def2-TZVPD).

```
14
Properties=species:S:1:pos:R:3:mulliken_charge:R:1
C 2.160 0.852 0.432 -0.19
C -0.734 1.169 -0.532 -0.90
C -1.584 -1.201 0.597 -0.96
O 0.524 -1.142 -0.939 -0.73
O 2.813 -0.123 -0.178 -0.44
S 0.023 -0.344 0.190 0.73
H 2.776 0.984 1.392 0.12
H 0.004 1.965 -0.208 0.33
H -0.985 1.122 -1.609 0.29
H -1.639 1.385 0.013 0.37
H -2.196 -0.336 0.917 0.26
H -1.822 -1.736 -0.314 0.30
H -1.758 -1.960 1.288 0.39
H 2.418 -0.635 -1.050 0.45
```

The orbital gap is 8.58 eV. For the largest force on an atom, the calculation gives 3.8 eV/Å. The calculation puts the electronic energy at -667.5828 Ha. The net charge is 0. Its multiplicity is 1. Its HOMO energy is -7.90 eV.


Record 4
Entry from OMol25: a structure of composition C11H8F6NO9S5W (wB97M-V/def2-TZVPD).

```
41
Properties=species:S:1:pos:R:3:mulliken_charge:R:1
W 0.887 -0.560 -0.833 2.26
O -2.003 2.430 -0.719 -0.55
C -1.043 1.845 -0.342 -0.04
O -0.634 0.684 -0.934 -0.58
C -0.188 2.248 0.846 0.09
C -0.089 1.048 1.792 0.01
C 0.489 1.434 3.142 -0.86
C 1.973 1.717 2.805 -1.05
C 2.034 1.422 1.317 -0.06
O 1.052 0.314 1.179 -0.29
C 1.323 2.506 0.494 0.05
C 1.571 2.311 -0.983 -0.11
O 1.545 3.112 -1.845 -0.47
O 1.853 0.965 -1.270 -0.44
H -0.649 3.114 1.313 0.63
H -0.959 0.403 1.817 0.31
H 0.390 0.612 3.846 0.38
H -0.033 2.297 3.551 0.41
H 2.641 1.054 3.350 0.38
H 2.273 2.743 3.009 0.40
H 2.992 1.087 0.935 0.64
H 1.628 3.516 0.756 0.65
S 4.465 -3.480 -1.051 -0.07
C 3.239 -2.460 -1.029 0.27
S 2.575 -1.527 -2.331 -0.17
S 2.267 -2.055 0.382 -0.23
F -1.539 -4.232 -0.171 -0.18
C -2.203 -3.507 0.718 0.61
F -3.480 -3.812 0.705 -0.17
F -1.691 -3.675 1.922 -0.16
S -2.007 -1.729 0.241 1.04
O -0.511 -1.602 0.329 -0.65
O -2.731 -0.919 1.150 -0.66
N -2.507 -1.642 -1.222 -0.35
S -1.682 -1.696 -2.536 0.99
O -1.857 -2.833 -3.353 -0.52
O -0.193 -1.453 -2.245 -0.69
C -2.219 -0.161 -3.515 0.75
F -2.829 -0.599 -4.591 -0.19
F -3.019 0.568 -2.783 -0.17
F -1.132 0.512 -3.844 -0.19
```

The orbital gap is 6.16 eV. For the largest force on an atom, the calculation gives 0.3 eV/Å. The calculation puts the electronic energy at -3812.8912 Ha. The net charge is +1. Its multiplicity is 1. Its HOMO energy is -12.36 eV.


Record 5
Entry from OMol25: a cluster of 4 separate species, CH9NO3 in total at a distorted geometry (wB97M-V/def2-TZVPD).

```
14
Properties=species:S:1:pos:R:3:mulliken_spin:R:1
C -0.329 3.352 0.303 0.57
N -0.250 1.999 0.282 0.41
H -0.312 3.910 -0.638 0.04
H -0.549 3.948 1.194 0.02
H -0.434 1.460 1.114 -0.04
H -1.830 -3.721 1.400 0.00
H -0.878 -2.844 0.615 -0.01
O -1.278 -2.942 1.507 0.01
H 0.937 0.990 -0.984 0.00
H 2.342 0.588 -1.570 0.00
O 1.756 0.478 -0.814 0.00
H -0.167 -1.146 -0.863 -0.01
H 0.778 -1.979 -1.665 0.00
O 0.038 -2.072 -1.060 0.02
```

As for the expectation value of S²: 0.754. The orbital gap (spin up / spin down) is 2.98 / 7.03 eV. For the largest force on an atom, the calculation gives 1.8 eV/Å. The calculation puts the electronic energy at -323.9022 Ha. The net charge is -1. Its multiplicity is 2. Its HOMO energy (spin up / spin down) is 0.63 / -3.44 eV.